(1)
C3H3O3S | ωB97M-V/def2-TZVPD

Frontier orbital gap (alpha / beta): 7.466 / 7.467 eV
DFT total energy: -739.98050 Ha
Relative energy (zero: lowest compared OMol25 entry of this formula, charge and spin): 59.4 kcal per mole
Total charge: -1

Structure (XYZ):
```
10
Properties=species:S:1:pos:R:3:lowdin_charge:R:1
C -0.917 0.362 -0.789 -0.17
C -0.245 1.204 -0.011 0.04
C -0.253 2.380 0.849 -0.76
O -1.124 3.067 0.182 -0.02
O 0.334 2.521 1.891 0.01
O -0.510 -0.945 -1.143 -0.11
S 1.980 -0.188 0.719 0.15
H -1.719 0.549 -1.463 0.11
H 0.456 -1.034 -0.792 0.00
H 1.406 0.781 1.611 -0.24
```

(2)
C2H3Cl2O2S | ωB97M-V/def2-TZVPD

Frontier orbital gap (alpha / beta): 6.426 / 6.423 eV
DFT total energy: -1547.05803 Ha
Relative energy (zero: lowest compared OMol25 entry of this formula, charge and spin): 25.6 kcal per mole
Total charge: -1

Structure (XYZ):
```
10
Properties=species:S:1:pos:R:3:lowdin_charge:R:1
C 0.879 0.613 -1.187 -0.30
C -0.171 0.700 -0.113 -1.27
O 0.365 -1.984 2.529 -0.53
O -1.654 -2.350 1.191 -0.53
S -0.798 -1.369 1.867 0.74
Cl -0.058 2.257 0.692 0.40
Cl -1.935 0.567 -0.570 0.33
H 0.534 -0.310 -1.792 0.08
H 1.779 0.387 -0.747 0.01
H 1.059 1.488 -1.871 0.06
```

(3)
H28NO16S | ωB97M-V/def2-TZVPD

Frontier orbital gap: 8.285 eV
DFT total energy: -1673.54002 Ha
Relative energy (zero: lowest compared OMol25 entry of this formula, charge and spin): 48.2 kcal per mole
Total charge: -1

Structure (XYZ):
```
46
Properties=species:S:1:pos:R:3:lowdin_charge:R:1
N 3.329 0.704 -0.434 0.37
H 3.237 -0.222 -0.494 0.06
H 4.225 0.922 0.114 0.20
H 2.482 1.132 -0.211 0.06
H 3.407 1.093 -1.367 0.15
S -0.255 -0.499 -0.106 0.36
O 1.021 -1.162 -0.197 -0.32
O -0.985 -0.863 1.112 -0.34
O 0.112 0.848 -0.082 -0.32
O -1.037 -0.721 -1.315 -0.33
O -0.465 -0.524 3.727 -0.17
H 0.511 -0.634 3.995 0.04
H -0.558 -0.443 2.659 0.05
O -0.673 3.037 1.017 -0.04
H -0.312 2.242 0.755 -0.08
H -0.886 2.983 1.993 0.10
O -0.861 -2.331 -3.256 -0.05
H -0.989 -1.689 -2.556 -0.05
H -0.259 -1.817 -3.751 0.00
O -3.548 -0.886 -1.720 -0.07
H -4.086 -1.092 -2.538 0.07
H -2.620 -0.850 -1.695 -0.07
O 2.040 1.535 2.342 -0.06
H 1.480 2.267 2.119 0.00
H 1.905 1.237 3.278 0.07
O -0.548 -3.455 1.923 -0.09
H -0.863 -2.520 1.722 0.02
H -0.171 -3.597 2.788 0.01
O 1.598 -3.140 -1.540 0.00
H 2.424 -3.300 -1.354 -0.09
H 1.323 -2.350 -1.073 -0.06
O -3.470 -0.320 1.978 -0.04
H -4.123 -0.498 1.464 -0.10
H -2.571 -0.471 1.458 0.05
O 2.793 -1.938 2.028 -0.08
H 2.112 -1.694 1.437 -0.05
H 3.207 -2.653 1.443 0.07
O -2.273 3.129 -1.105 0.07
H -1.639 3.229 -0.494 -0.07
H -2.625 3.857 -1.441 -0.02
O 1.108 2.846 -1.565 -0.12
H 0.669 3.136 -2.342 0.00
H 0.630 2.057 -1.050 0.04
O -1.240 1.145 -2.873 0.01
H -1.401 1.883 -2.500 -0.13
H -1.158 0.386 -2.290 -0.05
```

(4)
C28H74NO14 | ωB97M-V/def2-TZVPD

Multiplicity: 2
Frontier orbital gap (alpha / beta): 9.162 / 9.176 eV
<S²>: 0.754
DFT total energy: -2218.74720 Ha

Structure (XYZ):
```
117
Properties=species:S:1:pos:R:3:lowdin_spin:R:1
C -4.406 1.862 0.554 0.00
O -3.785 2.319 -0.698 0.00
C -2.714 3.332 -0.427 0.00
C -1.827 3.422 -1.802 0.00
C -0.372 2.669 -1.748 0.00
C -0.339 1.264 -0.910 0.00
C 0.669 1.236 0.382 0.00
C 0.779 2.645 1.214 0.00
C 1.746 2.539 2.574 0.00
O 0.916 2.299 3.778 0.00
C 1.883 2.349 4.907 0.00
C 2.233 3.848 5.550 0.00
O 2.466 1.266 5.458 0.00
C 0.134 -0.001 1.355 0.00
C 0.354 -1.494 0.719 0.02
C 0.375 -2.544 2.020 0.01
C -0.956 -2.000 -0.192 0.01
N 1.558 -1.648 -0.180 0.33
O 1.942 -2.931 -0.067 0.56
C 2.664 -0.666 0.124 0.03
C 3.860 -0.972 -1.005 0.00
C 3.400 -0.899 1.590 0.02
C 2.185 0.877 -0.150 0.00
H -5.329 2.520 0.906 0.00
H -4.827 0.759 0.372 0.00
H -3.684 1.779 1.470 0.00
H -2.108 2.915 0.483 0.00
H -3.165 4.373 -0.128 0.00
H -1.669 4.565 -2.100 0.00
H -2.474 2.938 -2.662 0.00
H -0.106 2.390 -2.878 0.00
H 0.420 3.468 -1.426 0.00
H 0.053 0.412 -1.650 0.00
H -1.389 0.882 -0.533 0.00
H -0.244 3.072 1.601 0.00
H 1.272 3.527 0.578 0.00
H 2.230 3.623 2.707 0.00
H 2.618 1.767 2.458 0.00
H 1.994 3.915 6.697 0.00
H 3.373 4.064 5.291 0.00
H 1.616 4.664 4.936 0.00
H -1.038 0.147 1.524 0.00
H 0.611 -0.003 2.423 0.00
H 1.438 -2.663 2.495 0.00
H -0.410 -2.187 2.813 0.00
H 0.047 -3.641 1.684 0.00
H -1.929 -1.387 0.034 0.00
H -1.216 -3.130 -0.024 0.00
H -0.680 -1.773 -1.331 0.00
H 4.841 -1.329 -0.427 0.00
H 4.142 0.009 -1.597 0.00
H 3.557 -1.800 -1.776 0.00
H 3.890 -1.972 1.702 0.00
H 4.173 -0.017 1.713 0.00
H 2.646 -0.792 2.506 0.00
H 2.153 1.007 -1.337 0.00
H 3.005 1.621 0.244 0.00
C 2.646 1.410 -4.751 0.00
O 2.908 1.764 -3.406 0.00
H 1.932 0.583 -4.768 0.00
H 2.219 2.267 -5.278 0.00
H 3.575 1.097 -5.234 0.00
H 3.544 2.500 -3.422 0.00
C 4.874 -0.645 7.218 0.00
O 3.561 -0.287 7.609 0.00
H 5.452 -0.904 8.108 0.00
H 4.832 -1.508 6.549 0.00
H 5.347 0.200 6.711 0.00
H 3.072 -0.062 6.799 0.00
C -4.433 1.174 -4.709 0.00
O -5.361 0.870 -3.684 0.00
H -4.881 0.934 -5.676 0.00
H -4.190 2.239 -4.677 0.00
H -3.528 0.578 -4.571 0.00
H -4.936 1.093 -2.838 0.00
C -1.680 -4.835 -2.918 0.00
O -2.032 -3.464 -2.882 0.00
H -1.367 -5.147 -1.919 0.00
H -2.545 -5.426 -3.228 0.00
H -0.854 -4.982 -3.618 0.00
H -2.305 -3.216 -3.782 0.00
C -2.675 -8.363 -0.803 0.00
O -2.568 -7.827 -2.109 0.00
H -2.314 -7.623 -0.085 0.00
H -3.722 -8.594 -0.589 0.00
H -2.068 -9.268 -0.729 0.00
H -2.896 -8.505 -2.724 0.00
C 1.481 -6.600 -1.835 0.00
O 1.288 -5.201 -1.930 0.00
H 1.262 -7.055 -2.803 0.00
H 2.519 -6.807 -1.563 0.00
H 0.807 -7.011 -1.080 0.00
H 1.489 -4.824 -1.056 0.00
C -7.249 3.525 -2.675 0.00
O -8.156 2.852 -3.530 0.00
H -7.623 4.534 -2.484 0.00
H -7.169 2.983 -1.730 0.00
H -6.271 3.586 -3.157 0.00
H -7.798 1.961 -3.682 0.00
C 3.793 -9.489 -3.852 0.00
O 2.481 -9.130 -3.461 0.00
H 4.371 -9.748 -2.962 0.00
H 3.752 -10.352 -4.521 0.00
H 4.267 -8.644 -4.358 0.00
H 1.992 -8.906 -4.271 0.00
C 3.783 6.819 6.965 0.00
O 3.434 6.755 5.594 0.00
H 3.193 6.084 7.516 0.00
H 4.846 6.591 7.082 0.00
H 3.569 7.818 7.350 0.00
H 3.974 7.418 5.130 0.00
C -4.189 7.290 -0.190 0.00
O -3.308 7.145 -1.289 0.00
H -4.018 6.472 0.513 0.00
H -3.996 8.243 0.309 0.00
H -5.222 7.255 -0.544 0.00
H -3.482 7.885 -1.895 0.00
```

(5)
C9H9Br9F2O6 | ωB97M-V/def2-TZVPD

Frontier orbital gap: 9.053 eV
DFT total energy: -24165.58895 Ha
Relative energy (zero: lowest compared OMol25 entry of this formula, charge and spin): 35.9 kcal per mole

Structure (XYZ):
```
35
Properties=species:S:1:pos:R:3:lowdin_charge:R:1
C 1.689 0.300 -4.274 -0.07
C 0.879 -0.969 -3.988 -0.24
O 0.527 -0.660 -2.614 0.13
C 1.146 0.442 -2.145 -0.54
O 0.923 0.902 -1.033 0.11
O 1.807 1.012 -3.103 0.11
F 1.773 -1.977 -3.967 0.07
H 1.065 0.910 -4.928 0.15
H 2.659 -0.054 -4.620 0.15
H 0.011 -1.197 -4.606 0.18
C -1.487 1.450 1.519 -0.05
C -1.409 0.085 0.767 -0.33
O -1.916 0.414 -0.504 0.11
C -2.787 1.435 -0.385 -0.58
O -3.417 1.913 -1.307 0.14
O -2.698 1.936 0.836 0.05
F -2.281 -0.771 1.367 0.02
H -0.591 2.004 1.239 0.05
H -1.590 1.354 2.600 0.06
H -0.431 -0.396 0.813 0.10
C 0.617 -1.226 4.196 -1.44
Br -0.665 0.137 4.878 0.59
Br 1.265 -2.449 5.712 0.47
Br 2.005 -0.540 2.922 0.54
H 0.003 -1.865 3.562 -0.14
C -0.891 -5.003 2.094 -1.40
Br -0.525 -5.093 4.086 0.49
Br -0.171 -3.307 1.357 0.62
Br -2.858 -5.255 1.647 0.50
H -0.491 -5.970 1.790 -0.04
C 1.671 4.326 -0.815 -1.53
Br 2.723 4.994 0.713 0.55
Br 1.581 5.649 -2.233 0.54
Br -0.207 4.049 -0.311 0.65
H 2.071 3.418 -1.266 -0.03
```

(6)
C5H7NO2 | ωB97M-V/def2-TZVPD

Frontier orbital gap: 10.849 eV
DFT total energy: -399.85451 Ha
Relative energy (zero: lowest compared OMol25 entry of this formula, charge and spin): 69.7 kcal per mole
SMILES: O=C1CCCC=NO1

Structure (XYZ):
```
15
Properties=species:S:1:pos:R:3:lowdin_charge:R:1
O 2.292 -0.043 -0.414 0.14
C 1.211 0.107 0.097 -0.41
C 0.481 1.502 0.155 -0.08
C -1.033 1.437 -0.314 -0.18
C -1.712 0.155 0.342 -0.17
C -1.273 -1.044 -0.497 -0.11
N -0.166 -1.702 -0.208 0.10
O 0.520 -0.924 0.764 -0.12
H 1.008 2.224 -0.438 0.10
H 0.389 1.858 1.196 0.12
H -1.066 1.347 -1.422 0.11
H -1.423 2.439 -0.111 0.10
H -2.919 0.309 0.401 0.15
H -1.375 -0.003 1.458 0.14
H -1.987 -1.466 -1.135 0.09
```

(7)
C22H21NO5 | ωB97M-V/def2-TZVPD

Frontier orbital gap: 4.229 eV
DFT total energy: -1281.81535 Ha
Relative energy (zero: lowest compared OMol25 entry of this formula, charge and spin): 70.4 kcal per mole

Structure (XYZ):
```
49
Properties=species:S:1:pos:R:3:lowdin_charge:R:1
C -1.262 -3.835 1.882 0.03
O -0.739 -3.569 0.553 -0.02
C -1.474 -2.966 -0.333 0.02
C -1.147 -3.037 -1.718 -0.18
C -2.044 -2.463 -2.649 0.01
C -1.737 -2.478 -4.005 -0.05
C -0.567 -3.101 -4.463 -0.03
C 0.268 -3.769 -3.549 -0.05
C -0.021 -3.772 -2.188 0.02
H -0.514 -4.483 2.362 0.11
H -1.347 -2.879 2.419 0.08
H -2.231 -4.354 1.836 0.11
H -2.412 -2.487 -0.022 0.17
H -2.963 -2.014 -2.273 0.13
H -2.397 -1.979 -4.714 0.12
H -0.306 -3.073 -5.526 0.12
H 1.163 -4.273 -3.910 0.11
H 0.584 -4.322 -1.468 0.13
C -1.292 -0.294 4.106 0.01
C -0.703 0.348 2.854 -0.51
C -0.150 1.735 3.126 0.03
O 0.344 -0.549 2.377 0.03
C 0.843 -0.270 1.119 -0.48
O 2.004 -0.533 0.848 0.06
C -0.055 0.356 0.185 -0.13
C 0.516 0.970 -1.021 -0.11
C 1.243 2.319 -0.817 -0.17
C 2.612 2.341 -0.549 -0.02
C 3.288 3.552 -0.439 -0.03
C 2.603 4.756 -0.588 -0.25
C 3.308 6.015 -0.478 -0.18
N 3.875 7.029 -0.368 0.13
C 1.231 4.736 -0.839 -0.03
C 0.555 3.526 -0.962 -0.02
C -1.393 0.713 0.577 -0.49
O -2.169 1.288 -0.167 0.05
O -1.774 0.398 1.866 0.04
H -1.696 -1.282 3.890 0.07
H -0.524 -0.392 4.871 0.09
H -2.095 0.327 4.502 0.09
H 0.266 2.184 2.218 0.09
H -0.952 2.370 3.517 0.10
H 0.630 1.662 3.891 0.10
H 1.256 0.258 -1.424 0.12
H -0.313 1.140 -1.725 0.12
H 3.143 1.400 -0.425 0.11
H 4.358 3.562 -0.247 0.12
H 0.696 5.676 -0.953 0.12
H -0.511 3.511 -1.180 0.12
```

(8)
C5H3NO3S | ωB97M-V/def2-TZVPD

Frontier orbital gap (alpha / beta): 8.832 / 5.628 eV
DFT total energy: -870.90803 Ha
Relative energy (zero: lowest compared OMol25 entry of this formula, charge and spin): 11.2 kcal per mole

Structure (XYZ):
```
13
Properties=species:S:1:pos:R:3:lowdin_charge:R:1
C 0.028 -0.255 -0.023 -0.05
C -1.122 0.477 0.104 0.03
C 1.240 0.291 0.399 -0.10
C -1.132 1.791 0.665 -0.35
C 0.209 2.213 1.070 -0.27
N 1.285 1.492 0.938 0.15
O -0.368 5.148 0.041 -0.47
O -2.139 2.488 0.860 0.09
O 0.328 3.403 1.749 -0.33
S -0.249 4.842 1.434 0.96
H 0.005 -1.233 -0.479 0.11
H -2.071 0.115 -0.264 0.12
H 2.184 -0.217 0.278 0.11
```

(9)
C2H3Br2N3 | ωB97M-V/def2-TZVPD

Frontier orbital gap (alpha / beta): 6.129 / 6.138 eV
DFT total energy: -5390.15933 Ha
Relative energy (zero: lowest compared OMol25 entry of this formula, charge and spin): 103.4 kcal per mole

Structure (XYZ):
```
10
Properties=species:S:1:pos:R:3:lowdin_charge:R:1
C 0.873 -0.338 0.772 -0.18
C -0.314 0.042 -1.117 -0.25
N 0.305 -1.558 0.176 0.06
N -0.150 -1.308 -0.922 0.02
N 0.409 0.696 -0.176 -0.52
Br -2.890 0.032 0.294 -0.31
Br 0.288 2.531 0.091 0.82
H 0.367 -0.253 1.706 0.11
H 2.016 -0.536 0.882 0.17
H -0.904 0.692 -1.707 0.07
```

(10)
C4H12N4O | ωB97M-V/def2-TZVPD

Frontier orbital gap: 8.662 eV
DFT total energy: -453.81753 Ha
Relative energy (zero: lowest compared OMol25 entry of this formula, charge and spin): 53.1 kcal per mole
SMILES: [H]/N=C(\C)NN.CC(N)=O

Structure (XYZ):
```
21
Properties=species:S:1:pos:R:3:lowdin_charge:R:1
H -1.648 2.404 0.474 0.04
N -0.811 1.899 0.770 0.08
C -0.269 1.267 -0.230 -0.48
C -0.741 1.505 -1.645 -0.04
N 1.110 0.819 -0.015 -0.08
N 1.966 0.304 -1.008 0.01
H -0.908 2.573 -1.803 0.08
H -0.083 1.116 -2.423 0.06
H -1.700 0.994 -1.763 0.07
H 1.479 1.126 0.883 0.14
H 2.475 -0.482 -0.582 0.07
H 1.408 -0.184 -1.714 0.07
C 0.106 -1.466 2.057 -0.02
C 0.233 -1.508 0.554 -0.56
N -0.991 -1.193 -0.126 0.11
O 1.087 -2.182 -0.026 0.00
H 1.092 -1.257 2.479 0.08
H -0.596 -0.688 2.369 0.07
H -0.273 -2.422 2.422 0.09
H -1.852 -1.027 0.379 0.10
H -1.083 -1.599 -1.050 0.10
```

(11)
C3H6NS | ωB97M-V/def2-TZVPD

Frontier orbital gap: 9.058 eV
DFT total energy: -570.47511 Ha
Relative energy (zero: lowest compared OMol25 entry of this formula, charge and spin): 26.9 kcal per mole
Total charge: +1

Structure (XYZ):
```
11
Properties=species:S:1:pos:R:3:lowdin_charge:R:1
C 1.063 -0.632 0.628 -0.11
C -1.488 1.187 -0.097 -0.21
C -0.107 -0.896 -0.257 -0.49
N 0.762 0.220 -0.487 -0.06
S -1.755 -0.320 0.211 1.22
H 0.821 -0.124 1.569 0.12
H 1.848 -1.339 0.779 0.12
H -0.493 1.484 -0.341 0.04
H -2.047 2.048 0.195 0.07
H -0.067 -1.721 -0.989 0.14
H 1.463 0.091 -1.210 0.14
```

(12)
C13H16F6NO3S | ωB97M-V/def2-TZVPD

Frontier orbital gap: 4.617 eV
DFT total energy: -1782.73691 Ha
Total charge: -1

Structure (XYZ):
```
40
Properties=species:S:1:pos:R:3:lowdin_charge:R:1
O 2.784 0.395 1.660 -0.22
S 2.661 -0.599 0.627 0.70
O 3.924 -1.260 0.379 -0.25
F 1.642 -1.719 1.232 -0.15
N 1.891 -0.031 -0.767 -0.10
C 2.014 -0.988 -1.900 -0.18
C 0.663 -1.109 -2.712 -0.16
C -0.458 -1.764 -1.810 -0.14
C -1.609 -0.787 -1.413 -0.20
C -1.988 0.408 -2.160 -0.07
C -3.040 1.310 -1.723 -0.10
C -3.768 1.044 -0.479 -0.08
C -3.409 -0.167 0.249 -0.06
C -2.352 -1.078 -0.181 -0.02
C 2.276 1.332 -1.108 -0.40
F 3.569 1.660 -0.766 0.11
F 2.166 1.591 -2.461 0.11
C 1.210 2.326 -0.402 -0.44
F 1.799 3.380 0.210 0.16
F 0.371 2.802 -1.390 0.11
F 0.395 1.653 0.451 0.15
H 2.192 -2.006 -1.456 0.12
H 2.866 -0.765 -2.588 0.13
H 0.852 -1.720 -3.637 0.12
H 0.416 -0.080 -3.068 0.08
H -0.849 -2.731 -2.224 0.12
H 0.051 -2.044 -0.841 0.10
H -1.448 0.672 -3.104 0.09
H -3.249 2.201 -2.361 0.09
H -4.558 1.730 -0.102 0.09
H -3.964 -0.416 1.187 0.10
H -2.153 -1.960 0.463 0.11
C 0.353 0.209 4.480 -0.16
C -0.619 -0.543 3.541 -0.62
O -1.791 0.106 3.561 -0.37
H -0.016 0.229 5.510 0.05
H 1.336 -0.293 4.492 0.04
H 0.517 1.239 4.150 0.05
H -0.598 -1.606 3.890 0.06
H -0.077 -0.617 2.572 0.04
```